Arrangement 1

A 2-piece molecular cluster, C2H7N2S overall, computed with wB97M-V/def2-TZVPD.

CARTESIAN COORDINATES (ANGSTROEM)
C1 -2.2413 -0.0582 -0.7854
S1 -1.2528 0.5184 -2.2108
H1 -2.3161 -1.1473 -0.7171
H2 -1.8677 0.2420 0.2085
H3 -3.2298 0.3996 -0.8541
N1 0.9170 0.3473 0.1147
C2 1.6939 0.1012 1.2155
N2 2.6515 -0.7234 1.3850
H4 1.2523 0.2388 -0.8339
H5 -0.0903 0.2726 0.0503
H6 1.5633 0.8922 1.9647
H7 2.9199 -1.0833 0.4627

highest occupied orbital energy = -2.6 eV
M = 91.2 Da
total charge = -1

---

Arrangement 2

A 2-piece molecular cluster, C2H7N2S overall, computed with wB97M-V/def2-TZVPD.

CARTESIAN COORDINATES (ANGSTROEM)
C1 -1.5635 -1.9896 -0.8679
S1 -1.0451 -1.5494 0.7628
H1 -1.6369 -1.1896 -1.6455
H2 -0.9060 -2.6869 -1.4189
H3 -2.5479 -2.4373 -1.0088
N1 0.4409 1.2047 0.1856
C2 1.6727 1.5960 -0.2296
N2 2.1138 2.7758 -0.4450
H4 0.1350 0.2384 0.0525
H5 -0.1185 1.8755 0.6811
H6 2.2856 0.7075 -0.3905
H7 1.3779 3.4718 -0.3462

highest occupied orbital energy = -2.7 eV
M = 91.2 Da
total charge = -1

---

Energy relative to the most stable one, in hartree: arrangement 1 0.0211; arrangement 2 0.0000

---

Arrangement 1

A 2-piece molecular cluster, C3H2FN overall, computed with wB97M-V/def2-TZVPD.

CARTESIAN COORDINATES (ANGSTROEM)
C1 -1.3946 -0.5993 0.0925
C2 1.3568 0.0332 -0.1871
C3 -0.6489 0.5303 0.2488
N1 -1.9394 -1.6273 -0.1101
F1 -0.9990 1.7920 0.0500
H1 2.1185 0.7511 -0.5178
H2 1.5065 -0.8800 0.4238

highest occupied orbital energy (spin up / spin down) = -9.5 / -10.1 eV
M = 71.1 Da
total charge = 0

---

Arrangement 2

A 2-piece molecular cluster, C3H2FN overall, computed with wB97M-V/def2-TZVPD.

CARTESIAN COORDINATES (ANGSTROEM)
C1 -1.4496 0.5013 0.8178
C2 -1.5986 -0.3996 0.0510
F1 -1.7681 -1.4301 -0.7088
H1 -0.9408 1.1949 1.5505
C3 2.0130 0.0080 -0.5064
N1 1.1558 -0.1920 0.2102
H2 2.5884 0.3176 -1.4142

highest occupied orbital energy = -9.9 eV
M = 71.1 Da
total charge = 0
SMILES string = C#CF.C#N

---

Energy relative to the most stable one, in hartree: arrangement 1 0.0865; arrangement 2 0.0000

---

Arrangement 1

A 2-piece molecular cluster, C4H10O2 overall, computed with wB97M-V/def2-TZVPD.

CARTESIAN COORDINATES (ANGSTROEM)
C1 -0.4732 0.6577 0.0672
C2 -0.4946 -0.6605 0.9509
C3 0.7380 -1.6435 0.5648
C4 -1.7657 -1.5976 0.9349
O1 -2.7458 -1.4516 0.1175
H1 0.4784 1.0625 -0.1834
H2 -1.1886 1.3069 0.5440
H3 -0.8651 0.4246 -0.9840
H4 -0.5391 -0.1993 1.9332
H5 1.7651 -1.1323 0.3665
H6 0.7105 -2.0104 -0.4166
H7 1.0302 -2.3092 1.5581
H8 -1.8133 -2.2705 1.8191
O2 1.8233 3.1308 -2.6767
H9 2.4336 3.5940 -2.0356
H10 0.9064 3.0984 -2.5598

highest occupied orbital energy = -9.9 eV
M = 90.1 Da
total charge = 0
SMILES string = CC(C)C=O.O

---

Arrangement 2

One molecule with the formula C4H10O2, computed with wB97M-V/def2-TZVPD.

CARTESIAN COORDINATES (ANGSTROEM)
C1 2.4062 -0.6469 -0.5434
O1 1.4061 -0.0787 0.2654
C2 0.2560 0.3172 -0.4542
C3 -0.8975 0.3662 0.5420
C4 -2.2338 0.5442 -0.1544
O2 -0.9324 -0.8485 1.2610
H1 2.0168 -1.5072 -1.1091
H2 2.8187 0.0814 -1.2566
H3 3.2037 -0.9868 0.1215
H4 0.0267 -0.4237 -1.2374
H5 0.4139 1.2948 -0.9371
H6 -0.7256 1.2089 1.2330
H7 -3.0440 0.5327 0.5800
H8 -2.4045 -0.2764 -0.8602
H9 -2.2686 1.4942 -0.6986
H10 -0.0066 -1.0306 1.4848

highest occupied orbital energy = -10.1 eV
M = 90.1 Da
total charge = 0
SMILES string = COC[C@@H](C)O

---

Arrangement 3

One molecule with the formula C4H10O2, computed with wB97M-V/def2-TZVPD.

CARTESIAN COORDINATES (ANGSTROEM)
O1 -1.3321 0.1474 -1.3954
C1 -1.6936 -0.2464 -0.0626
C2 -0.5116 -1.1048 0.3876
C3 0.6242 -0.3965 1.1550
C4 1.4646 0.5233 0.2801
O2 0.6734 1.6321 -0.1529
H1 -0.6633 0.8509 -1.2950
H2 -1.9095 0.6316 0.5606
H3 -2.5954 -0.8694 -0.1534
H4 -0.2922 -1.2170 -0.6773
H5 -0.7799 -2.0668 0.8534
H6 1.3101 -1.1496 1.5694
H7 0.2674 0.1922 2.0180
H8 1.8399 -0.0394 -0.5888
H9 2.3276 0.8897 0.8517
H10 1.2442 2.2451 -0.6327

highest occupied orbital energy = -9.9 eV
M = 90.1 Da
total charge = 0
SMILES string = OCCCCO

---

Energy relative to the most stable one, in hartree: arrangement 1 0.0661; arrangement 2 0.0000; arrangement 3 0.0138

---

Arrangement 1

One molecule with the formula C4H10O2, computed with wB97M-V/def2-TZVPD.

CARTESIAN COORDINATES (ANGSTROEM)
C1 -1.5717 -1.0236 -0.2784
C2 -0.5094 0.0011 -0.4246
C3 -0.9172 1.4002 -0.0987
O1 0.5433 -0.3333 0.7902
C4 1.6617 -0.2362 -0.2293
O2 2.8201 -0.1311 0.5085
H1 -1.1707 -2.0442 -0.3415
H2 -2.1949 -0.9455 0.6303
H3 -2.2122 -0.8800 -1.1568
H4 -1.5588 1.7242 -0.9233
H5 -1.4889 1.5261 0.8449
H6 -0.0663 2.1035 -0.0754
H7 0.5667 0.3854 1.4619
H8 1.5515 -1.1622 -0.8044
H9 1.6176 0.6293 -0.8966
H10 2.8799 -0.9386 1.0314

highest occupied orbital energy = -6.6 eV
M = 90.1 Da
total charge = 0

---

Arrangement 2

A 2-piece molecular cluster, C4H10O2 overall, computed with wB97M-V/def2-TZVPD.

CARTESIAN COORDINATES (ANGSTROEM)
C1 2.4404 -0.3455 0.2517
C2 1.9115 -1.5056 -0.0978
O1 0.8205 -2.0822 0.5609
H1 2.9881 0.2358 -0.4498
H2 2.3983 -0.0196 1.3032
H3 2.2949 -2.0844 -0.9352
H4 0.1654 -1.4249 0.2595
C3 -2.1803 0.5688 0.5666
C4 -1.1282 1.2004 -0.3354
O2 -0.2243 0.1427 -0.7756
H5 -2.8199 1.3013 1.1202
H6 -1.6415 -0.0973 1.2824
H7 -3.0194 0.1278 0.0163
H8 -1.5738 1.7181 -1.1937
H9 -0.4179 1.9050 0.1216
H10 -0.0139 0.3596 -1.6949

highest occupied orbital energy = -8.8 eV
M = 90.1 Da
total charge = 0
SMILES string = C=CO.CCO

---

Energy relative to the most stable one, in hartree: arrangement 1 0.0871; arrangement 2 0.0000

---

Arrangement 1

A 2-piece molecular cluster, C4H10O2 overall, computed with wB97M-V/def2-TZVPD.

CARTESIAN COORDINATES (ANGSTROEM)
C1 2.1810 -1.8514 0.4407
C2 2.3129 -0.5902 0.0258
O1 1.4100 0.1109 -0.7096
H1 2.8169 -2.1072 1.2751
H2 1.4506 -2.5385 0.0313
H3 3.1544 -0.0271 0.4078
H4 0.8675 -0.5333 -1.1977
C3 -1.9762 1.7203 0.8043
C4 -1.8194 0.2725 0.4323
O2 -1.5295 0.1524 -0.9943
H5 -2.7798 2.1704 0.2208
H6 -2.4600 1.7614 1.7904
H7 -1.0820 2.3261 0.8154
H8 -2.7781 -0.2124 0.5387
H9 -0.9851 -0.2302 0.9150
H10 -2.2797 -0.2082 -1.4778

highest occupied orbital energy = -8.9 eV
M = 90.1 Da
total charge = 0
SMILES string = C=CO.CCO

---

Arrangement 2

A 2-piece molecular cluster, C4H10O2 overall, computed with wB97M-V/def2-TZVPD.

CARTESIAN COORDINATES (ANGSTROEM)
C1 -2.1766 -0.7810 -0.0085
C2 -1.2635 0.3624 0.4126
C3 0.1807 0.1335 -0.1215
O1 0.3321 -0.1322 -1.3872
C4 1.1869 0.9680 0.5138
O2 2.7368 -0.4801 -0.5034
H1 -3.2255 -0.5257 0.1756
H2 -2.0389 -0.9768 -1.0748
H3 -1.9504 -1.7017 0.5420
H4 -1.6056 1.2974 -0.0431
H5 -1.2685 0.5008 1.5015
H6 0.5691 -0.7301 0.5585
H7 1.9396 -0.4970 -1.1227
H8 1.2954 0.9662 1.5973
H9 1.8676 1.6002 -0.0468
H10 3.4207 -0.0042 -0.9932

highest occupied orbital energy (spin up / spin down) = -8.8 / -8.8 eV
M = 90.1 Da
total charge = 0

---

Arrangement 3

One molecule with the formula C4H10O2, computed with wB97M-V/def2-TZVPD.

CARTESIAN COORDINATES (ANGSTROEM)
C1 -0.2530 1.7524 1.3023
C2 0.5704 0.5334 0.8956
C3 -0.2740 -0.4923 0.1094
O1 -1.2760 0.1317 -0.6766
C4 0.5704 -1.2391 -0.9532
O2 -0.2652 -2.0017 -1.8317
H1 0.3806 2.5306 1.7403
H2 -0.7535 2.1545 0.4201
H3 -1.0248 1.4901 2.0345
H4 1.4375 0.8577 0.3046
H5 0.9870 0.0620 1.7986
H6 -0.8020 -1.0969 0.8695
H7 -1.5894 -0.6321 -1.1934
H8 1.3534 -1.8918 -0.5543
H9 1.0343 -0.4220 -1.5203
H10 -0.0958 -1.7365 -2.7455

highest occupied orbital energy = -10.1 eV
M = 90.1 Da
total charge = 0
SMILES string = CC[C@@H](O)CO

---

Arrangement 4

A 2-piece molecular cluster, C4H10O2 overall, computed with wB97M-V/def2-TZVPD.

CARTESIAN COORDINATES (ANGSTROEM)
O1 -0.2384 -0.8541 -1.5185
C1 0.6959 -0.7125 -0.4740
C2 1.3659 0.6479 -0.1503
O2 2.6794 0.4902 -0.6681
H1 -1.1566 -0.7054 -1.2009
H2 0.5438 -1.3318 0.4263
H3 1.4715 -1.1955 -1.0354
H4 1.4139 0.8589 0.9362
H5 0.8498 1.4948 -0.6279
H6 3.1637 1.3174 -0.5885
C3 -2.2569 -0.2553 -0.0027
C4 -1.3244 0.2241 0.8195
H7 -2.7343 0.3861 -0.7371
H8 -2.6545 -1.2589 0.1098
H9 -0.9391 1.2319 0.7016
H10 -0.9604 -0.3354 1.6722

highest occupied orbital energy = -10.0 eV
M = 90.1 Da
total charge = 0
SMILES string = OCCO.C=C

---

Energy relative to the most stable one, in hartree: arrangement 1 0.0384; arrangement 2 0.1198; arrangement 3 0.0000; arrangement 4 0.0807

---

Arrangement 1

One molecule with the formula C4H10O2, computed with wB97M-V/def2-TZVPD.

CARTESIAN COORDINATES (ANGSTROEM)
C1 -2.0252 0.4591 0.3266
C2 -0.5827 -0.0094 0.3880
O1 -0.6005 -1.3760 0.7467
C3 0.1343 0.2049 -0.9518
C4 1.6380 0.0728 -0.8366
O2 2.0349 -1.0637 -0.0673
H1 -2.5290 0.2616 1.2772
H2 -2.0761 1.5325 0.1155
H3 -2.5584 -0.0818 -0.4625
H4 -0.0557 0.5772 1.1667
H5 0.3119 -1.6896 0.6385
H6 -0.0435 1.2224 -1.3205
H7 -0.2793 -0.5027 -1.6792
H8 2.0100 0.9478 -0.2803
H9 2.1512 0.0517 -1.8034
H10 2.4830 -0.5744 0.6227

highest occupied orbital energy = -10.0 eV
M = 90.1 Da
total charge = 0
SMILES string = C[C@@H](O)CCO

---

Arrangement 2

A 2-piece molecular cluster, C4H10O2 overall, computed with wB97M-V/def2-TZVPD.

CARTESIAN COORDINATES (ANGSTROEM)
C1 2.1451 0.5554 0.2426
C2 -2.1116 -0.9525 0.0242
C3 1.5076 -0.6154 -0.3711
C4 -1.0309 0.2463 -0.1064
O1 -1.1257 0.8623 -1.3422
O2 -0.8481 1.0749 0.9189
H1 2.7182 1.0341 -0.5434
H2 2.9131 0.3713 1.0022
H3 1.3676 1.2383 0.7302
H4 -3.0365 -0.5686 0.4568
H5 -1.5119 -1.7569 0.4825
H6 -2.3123 -1.3522 -0.8953
H7 1.6641 -0.8719 -1.3898
H8 1.4485 -1.5724 0.1557
H9 -0.8174 1.7005 -1.0975
H10 -0.9698 0.6068 1.7327

highest occupied orbital energy (spin up / spin down) = -6.7 / -7.4 eV
M = 90.1 Da
total charge = 0

---

Arrangement 3

C4H10O2 as an isolated structure, computed with wB97M-V/def2-TZVPD.

CARTESIAN COORDINATES (ANGSTROEM)
C1 -1.6724 0.7402 1.2624
O1 -1.0180 0.0453 0.2256
C2 -0.0482 0.8333 -0.4644
C3 0.7658 -0.1062 -1.3455
C4 1.7979 -1.0088 -0.7112
O2 0.8512 -1.7816 0.6963
H1 -2.2113 1.6148 0.8735
H2 -2.3897 0.0522 1.7159
H3 -0.9599 1.0750 2.0299
H4 0.6059 1.3393 0.2627
H5 -0.5720 1.6021 -1.0535
H6 0.0658 -0.6645 -1.9848
H7 1.3798 0.4920 -2.0371
H8 1.0166 -2.4354 -0.0107
H9 2.4344 -0.4070 -0.0471
H10 -0.0460 -1.3906 0.5881

highest occupied orbital energy = -7.7 eV
M = 90.1 Da
total charge = 0

---

Energy relative to the most stable one, in hartree: arrangement 1 0.0000; arrangement 2 0.1390; arrangement 3 0.1419

---

Arrangement 1

A 2-piece molecular cluster, C8H12N4 overall, computed with wB97M-V/def2-TZVPD.

CARTESIAN COORDINATES (ANGSTROEM)
C1 3.7799 1.6284 -5.1206
C2 3.0458 1.8984 -3.8652
C3 1.9368 1.1759 -3.4471
N1 1.3529 1.8665 -2.4205
C4 2.2155 2.8750 -2.1785
N2 3.2108 3.0105 -3.0258
H1 3.1112 1.7940 -5.9820
H2 4.0661 0.5635 -5.0970
H3 4.6908 2.2345 -5.2607
H4 1.4141 0.4229 -4.0370
H5 0.4034 1.7881 -2.0480
H6 1.8942 3.6239 -1.4545
C5 8.4643 -0.3506 1.2493
C6 7.5230 0.7852 0.9081
C7 7.0152 1.1443 -0.3785
N3 6.3177 2.2904 -0.1229
C8 6.2578 2.4729 1.1566
N4 6.9311 1.5561 1.8961
H7 9.2092 -0.4321 0.4400
H8 7.9426 -1.3176 1.3460
H9 8.9929 -0.1400 2.1942
H10 7.2393 0.8611 -1.4070
H11 5.7440 2.6964 -0.8662
H12 5.5749 3.2187 1.5633

highest occupied orbital energy = -8.2 eV
M = 164.2 Da
total charge = 0
SMILES string = Cc1c[nH]cn1.Cc1c[nH]cn1

---

Arrangement 2

A 4-piece molecular cluster, C8H12N4 overall, computed with wB97M-V/def2-TZVPD.

CARTESIAN COORDINATES (ANGSTROEM)
C1 -0.3124 1.1160 0.7578
C2 -0.6474 2.1656 -0.2502
N1 -0.8527 2.9563 -1.0732
H1 -0.3557 1.5490 1.7572
H2 0.7117 0.8593 0.4867
H3 -0.9626 0.2413 0.7398
C3 -1.6498 2.5957 -3.2106
C4 -1.0843 1.2613 -2.9577
N2 -0.6353 0.2501 -2.7301
H4 -2.1354 2.7971 -2.2557
H5 -2.3746 2.3708 -3.9930
H6 -0.8817 3.3172 -3.4893
C5 -0.7791 -2.7609 2.1580
C6 -1.3011 -1.7713 1.1284
N3 -1.7045 -1.1209 0.2918
H7 -1.1346 -3.7724 1.9615
H8 -1.2815 -2.3910 3.0518
H9 0.2975 -2.6254 2.2616
C7 2.9818 -1.6376 1.0334
C8 2.5233 -0.3152 0.7209
N4 2.2185 0.7757 0.3937
H10 2.6221 -2.0257 1.9863
H11 4.0700 -1.5743 1.0351
H12 2.6677 -2.2606 0.1959

highest occupied orbital energy = -9.9 eV
M = 164.2 Da
total charge = 0
SMILES string = CC#N.CC#N.CC#N.CC#N

---

Energy relative to the most stable one, in hartree: arrangement 1 0.0000; arrangement 2 0.1332

---

Arrangement 1

A 2-piece molecular cluster, C5H10O3 overall, computed with wB97M-V/def2-TZVPD.

CARTESIAN COORDINATES (ANGSTROEM)
C1 -0.7718 -1.6107 1.4201
C2 -1.2037 -0.7652 0.4850
O1 -2.1407 0.1961 0.6928
C3 -0.6495 -0.8101 -0.9014
C4 -1.0322 0.3505 -1.7645
O2 0.0790 -1.7080 -1.2594
H1 -0.0300 -2.3444 1.1678
H2 -1.1352 -1.5911 2.4345
H3 -2.4049 0.1929 1.6209
H4 -0.5630 1.2369 -1.3389
H5 -0.6858 0.1978 -2.7825
H6 -2.1082 0.4989 -1.7381
C5 2.2939 0.7324 0.2162
O3 1.1846 1.5930 0.3465
H7 2.6281 0.3600 1.1898
H8 3.1307 1.2311 -0.2835
H9 1.9686 -0.1098 -0.3902
H10 1.4402 2.3497 0.8848

highest occupied orbital energy = -9.2 eV
M = 118.1 Da
total charge = 0
SMILES string = C=C(O)C(C)=O.CO

---

Arrangement 2

A 2-piece molecular cluster, C5H10O3 overall, computed with wB97M-V/def2-TZVPD.

CARTESIAN COORDINATES (ANGSTROEM)
C1 -1.2394 -1.3769 -1.6892
C2 0.0073 -1.2174 -0.8875
C3 0.8726 -0.1927 -1.0605
O1 2.1882 -0.2510 -0.6843
H1 -1.5524 -0.4331 -2.1449
H2 -1.0712 -2.1057 -2.4890
H3 -2.0557 -1.7326 -1.0552
H4 0.2630 -2.0298 -0.2143
H5 0.7041 0.5978 -1.7858
H6 2.3259 -0.7156 0.1556
C4 0.6306 0.8984 2.0993
C5 -0.4774 1.0511 1.1019
O2 -1.5078 0.3625 1.0866
O3 -0.4826 2.2763 0.5291
H7 1.5208 1.4398 1.7687
H8 0.8844 -0.1587 2.2036
H9 0.2972 1.2960 3.0602
H10 -1.3076 2.2918 0.0058

highest occupied orbital energy = -8.5 eV
M = 118.1 Da
total charge = 0
SMILES string = C/C=C/O.CC(=O)O

---

Arrangement 3

C5H10O3 as an isolated structure, computed with wB97M-V/def2-TZVPD.

CARTESIAN COORDINATES (ANGSTROEM)
C1 -1.1881 -0.0245 -1.1622
C2 -2.1982 -0.8855 -0.4177
H1 -1.7098 -1.7236 0.0790
H2 -1.6499 0.8402 -1.6580
H3 -0.6765 -0.5584 -1.9659
H4 0.0980 -0.1253 -0.5203
H5 -2.9446 -1.2839 -1.1077
H6 -2.7165 -0.3048 0.3462
C3 1.1674 -0.6159 0.1847
C4 1.0328 1.2947 0.5986
C5 2.2575 1.6251 0.9889
O1 0.5923 -1.2788 1.2326
O2 -0.1108 1.7463 0.4603
O3 2.1264 -1.0403 -0.4088
H7 1.1176 -2.0801 1.3993
H8 -0.6837 0.8524 -0.3763
H9 2.3947 2.6118 1.4147
H10 3.0913 0.9506 0.9127

highest occupied orbital energy = -8.9 eV
M = 118.1 Da
total charge = 0

---

Energy relative to the most stable one, in hartree: arrangement 1 0.0136; arrangement 2 0.0000; arrangement 3 0.1407